Molecular formula: C17H20N8NiS
Method: DFT, ωB97M-V with the def2-TZVPD basis set

Last column: natural (NBO) charge in e.
Cartesian coordinates (Å):
Ni1 10.89989 -8.68385 13.53002  1.362
C1 10.02238 -9.11788 18.71815  -0.437
N1 10.85825 -10.04152 17.95554  -0.322
C2 11.65966 -11.05217 18.49048  -0.006
C3 12.47586 -11.41559 17.46549  -0.054
N2 12.09475 -10.72991 16.30009  -0.350
C4 11.14175 -9.82321 16.61790  0.257
S1 10.22494 -8.96568 15.52406  -0.239
C5 12.36991 -11.09152 14.93229  0.419
C6 13.05664 -12.34468 14.77033  -0.247
C7 12.77671 -13.11160 13.68524  -0.125
C8 11.92614 -12.60395 12.71285  -0.228
C9 11.37524 -11.33398 12.92239  0.058
N3 11.73060 -10.49296 13.89579  -0.575
H1 10.65089 -8.50307 19.40215  0.226
H2 9.30903 -9.56856 19.41365  0.246
H3 9.49824 -8.49648 17.98262  0.240
H4 11.53179 -11.22371 19.59035  0.279
H5 13.25996 -12.11186 17.40621  0.246
H6 13.75290 -12.63949 15.57039  0.245
H7 13.25237 -14.12489 13.67748  0.265
H8 11.78442 -13.02213 11.73665  0.256
H9 10.75342 -10.88854 12.17973  0.218
C10 11.79985 -8.82782 7.40731  -0.661
C11 11.79582 -8.63157 8.88413  0.107
C12 10.84308 -7.79576 9.46772  -0.247
C13 10.63769 -7.74336 10.85616  0.086
N4 11.46667 -8.52640 11.67202  -0.660
C14 12.45139 -9.26445 11.07040  0.064
C15 12.66372 -9.37367 9.68914  -0.239
H10 12.79183 -8.79393 6.99518  0.249
H11 11.16047 -8.11340 6.85520  0.243
H12 11.39469 -9.84663 7.15210  0.253
H13 10.12597 -7.31350 8.83192  0.244
H14 9.84973 -7.17895 11.31113  0.248
H15 13.15219 -9.79642 11.72699  0.213
H16 13.33876 -10.06162 9.25095  0.246
N5 8.72083 -6.49749 17.17207  -0.789
C16 7.80857 -6.01230 16.33603  0.688
N6 6.94401 -5.06720 16.77457  -0.737
N7 7.75219 -6.37035 15.03819  -0.624
C17 8.68011 -6.82890 14.25089  0.648
N8 9.42595 -7.38607 13.48885  -0.753
H17 8.74184 -5.94818 18.05752  0.413
H18 9.59913 -6.77931 16.72594  0.433
H19 6.79932 -5.04264 17.77057  0.403
H20 6.15107 -4.76451 16.23213  0.441

Cartesian forces (eV/Å) of the 2 atoms listed first:
Ni 0.61 -0.06 -0.44
C 0.19 0.73 0.67

spin multiplicity: 3
LUMO (spin up / spin down): -6.112 / -6.942 eV
net charge: +2
HOMO (spin up / spin down): -14.441 / -14.575 eV


Molecular formula: C17H21BeBr3F12NO11
Method: DFT, ωB97M-V with the def2-TZVPD basis set

Last column: natural (NBO) charge in e.
Cartesian coordinates (Å):
Be1 -2.92094 -0.34386 -0.88392  1.663
N1 -0.18803 -0.12344 -0.02646  0.714
O1 -1.12453 0.18384 0.75455  -0.549
O2 -0.55602 -0.35337 -1.22442  -0.571
O3 0.97587 -0.24562 0.28209  -0.369
C1 2.22032 2.56448 1.23853  -0.497
Br1 3.82867 3.62544 1.18111  0.113
Br2 0.73680 3.40119 0.37570  0.076
Br3 1.71574 2.09046 3.06628  0.089
H1 2.50514 1.70483 0.64189  0.231
C2 -3.45646 -3.95363 3.66566  -0.636
C3 -3.07888 -3.27543 2.37143  -0.089
O4 -1.97466 -3.93751 1.76149  -0.434
C4 -1.60149 -3.49145 0.55208  0.754
O5 -1.99771 -2.44634 0.08646  -0.677
C5 -0.51627 -4.33385 -0.16885  0.906
F1 -0.19410 -3.81048 -1.31541  -0.275
F2 0.58318 -4.50012 0.57867  -0.290
F3 -0.96259 -5.59800 -0.37640  -0.304
H2 -3.84921 -3.23305 4.38053  0.236
H3 -2.57876 -4.35013 4.18006  0.238
H4 -4.08070 -4.81943 3.45195  0.227
H5 -2.83778 -2.23103 2.58118  0.189
H6 -3.99545 -3.22228 1.77962  0.187
C6 4.31430 -1.41042 0.29862  -0.634
C7 5.47517 -1.04683 1.24057  -0.085
O6 6.27936 -2.20537 1.57005  -0.486
C8 7.40508 -2.48663 0.98439  0.698
O7 7.93018 -1.80886 0.13563  -0.546
C9 8.09374 -3.68401 1.72875  0.902
F4 9.39643 -3.39617 1.68347  -0.308
F5 7.86707 -3.66902 3.03873  -0.304
F6 7.81846 -4.85844 1.15532  -0.300
H7 4.49736 -1.53882 -0.76698  0.225
H8 3.55496 -0.63700 0.41266  0.212
H9 3.95491 -2.38112 0.64494  0.216
H10 5.23953 -0.67884 2.23844  0.202
H11 5.94982 -0.16081 0.81417  0.206
C10 -3.25548 2.92178 3.21688  -0.669
C11 -2.57000 2.64223 1.89297  -0.094
O8 -3.28271 3.52190 0.96869  -0.446
C12 -3.07831 3.35671 -0.31659  0.740
O9 -2.51039 2.44050 -0.91089  -0.627
C13 -3.69478 4.54414 -1.15521  0.894
F7 -2.74632 5.19036 -1.85405  -0.307
F8 -4.51238 4.10442 -2.12957  -0.310
F9 -4.35200 5.48484 -0.47561  -0.288
H12 -3.36887 3.95421 3.54850  0.246
H13 -2.55590 2.66554 4.02468  0.238
H14 -4.06183 2.29285 3.59298  0.228
H15 -2.74595 1.57471 1.76884  0.194
H16 -1.53364 2.95463 1.86465  0.232
C14 0.32560 2.27135 -3.10000  -0.643
C15 -0.05673 1.30760 -4.22854  -0.089
O10 -1.31943 1.58821 -4.80174  -0.436
C16 -2.48361 1.26566 -4.22018  0.749
O11 -2.63752 0.94842 -3.05381  -0.667
C17 -3.70748 1.49121 -5.10450  0.901
F10 -3.44847 2.17766 -6.20338  -0.280
F11 -4.13696 0.28555 -5.46786  -0.301
F12 -4.65320 2.13334 -4.40683  -0.296
H17 1.40235 2.34071 -2.95475  0.236
H18 -0.21090 2.18512 -2.15923  0.227
H19 0.06231 3.20836 -3.60126  0.216
H20 0.04402 0.29885 -3.82558  0.205
H21 0.66006 1.51028 -5.02121  0.217

Cartesian forces (eV/Å) of the 2 atoms listed first:
Be 5.39 1.17 0.08
N -0.29 -0.64 -1.06

spin multiplicity: 1
LUMO: -8.299 eV
net charge: +1
relative energy (zero: lowest compared OMol25 entry of this formula, charge and spin): 0.0 kcal per mole
HOMO: -12.475 eV


Molecular formula: C17H21BrCl2O4Zr
Method: DFT, ωB97M-V with the def2-TZVPD basis set

Last column: natural (NBO) charge in e.
Cartesian coordinates (Å):
C1 1.74865 -0.62495 -1.99890  -0.121
C2 2.63279 -0.68516 -0.88962  -0.133
C3 2.49641 0.52561 -0.15025  -0.131
C4 3.55490 -1.78983 -0.59274  -0.618
C5 1.61161 1.37576 -0.85668  -0.046
C6 1.08940 0.65091 -1.96934  -0.154
C7 0.21288 1.18499 -3.01997  -0.664
C8 1.48647 -1.72841 -2.95832  -0.631
C9 3.24797 0.88011 1.05941  -0.619
C10 1.58087 2.84081 -0.73410  -0.636
Zr1 -1.47829 -0.39061 -0.24789  2.144
Cl1 0.27344 -1.62186 0.83514  -0.531
Cl2 -2.20671 -1.97915 -1.81812  -0.522
O1 -1.28704 1.56227 -0.36711  -1.082
H1 3.16811 -2.75867 -0.90100  0.191
H2 3.80123 -1.86894 0.46384  0.188
H3 4.47614 -1.60796 -1.15110  0.175
H4 3.18251 0.15056 1.87785  0.185
H5 2.91070 1.82503 1.49502  0.194
H6 4.29584 0.98148 0.76611  0.173
H7 1.62335 3.20735 0.28973  0.181
H8 0.68856 3.27433 -1.17955  0.211
H9 2.44875 3.24702 -1.27484  0.169
H10 -0.30763 2.07779 -2.66280  0.225
H11 -0.56543 0.46179 -3.32151  0.279
H12 0.79902 1.44849 -3.91405  0.157
H13 1.30689 -2.69527 -2.45538  0.186
H14 2.30434 -1.87469 -3.68443  0.169
H15 0.57121 -1.53754 -3.53274  0.219
H16 -1.60869 2.16174 0.34310  0.478
O2 -2.50917 0.92508 -3.11024  -1.286
H17 -3.36458 0.44276 -3.20311  0.391
Br1 -4.92934 -1.86308 1.53678  0.138
C11 -4.56851 -1.24826 3.26637  -0.050
C12 -5.55154 -1.54095 4.22982  -0.252
C13 -5.34689 -1.18683 5.56359  -0.203
C14 -4.16520 -0.58242 5.95392  -0.242
C15 -3.21117 -0.27775 5.00312  -0.144
C16 -3.39599 -0.53591 3.64978  -0.181
C17 -2.37300 0.00438 2.70604  0.786
O3 -1.47069 0.78979 3.00414  -0.591
O4 -2.56183 -0.45940 1.47154  -0.866
H18 -6.50228 -2.01945 3.99435  0.221
H19 -6.07891 -1.35241 6.33398  0.201
H20 -3.93180 -0.31217 6.97843  0.204
H21 -2.28275 0.19955 5.29118  0.238

Cartesian forces (eV/Å) of the 2 atoms listed first:
C 0.15 0.65 1.12
C -1.25 1.11 -0.42

spin multiplicity: 1
LUMO: 3.939 eV
net charge: -2
relative energy (zero: lowest compared OMol25 entry of this formula, charge and spin): 41.9 kcal per mole
HOMO: 0.351 eV


Molecular formula: C17H21Cl2NO4S2Sn
Method: DFT, ωB97M-V with the def2-TZVPD basis set

Last column: natural (NBO) charge in e.
Cartesian coordinates (Å):
C1 -1.41765 -1.55271 -2.53916  -0.150
C2 -2.22206 -1.80622 -1.38980  -0.076
C3 -1.50577 -2.69124 -0.53010  -0.151
C4 -3.59490 -1.32691 -1.14934  -0.644
C5 -0.25994 -2.97623 -1.14943  -0.107
C6 -0.17962 -2.21085 -2.34633  -0.149
C7 0.98377 -2.16860 -3.26204  -0.616
C8 -1.76372 -0.74382 -3.73008  -0.623
C9 -1.97273 -3.21549 0.76043  -0.621
C10 0.73729 -3.96617 -0.69572  -0.615
Sn1 -0.51401 1.29326 -0.21597  2.129
Cl1 -2.04789 0.60054 1.36456  -0.462
Cl2 -2.08050 2.09096 -1.87879  -0.508
O1 0.68325 -0.21373 0.25917  -1.111
H1 -3.84921 -0.50189 -1.82279  0.196
H2 -3.71561 -0.97203 -0.12440  0.206
H3 -4.32556 -2.13644 -1.32233  0.165
H4 -2.36464 -2.39222 1.35859  0.205
H5 -1.14882 -3.68811 1.29149  0.192
H6 -2.76564 -3.96227 0.65550  0.167
H7 0.59177 -4.19334 0.36537  0.193
H8 1.76316 -3.60365 -0.85051  0.187
H9 0.63980 -4.90789 -1.26126  0.170
H10 1.89353 -2.43781 -2.70437  0.194
H11 1.12394 -1.16022 -3.68275  0.187
H12 0.84294 -2.87443 -4.09978  0.168
H13 -2.66146 -0.15809 -3.52154  0.203
H14 -1.95578 -1.32669 -4.64940  0.165
H15 -0.90761 -0.08720 -3.94634  0.193
H16 0.31385 -0.59398 1.11799  0.505
O2 1.07834 2.52464 -0.75312  -1.101
H17 1.89493 1.99347 -0.68255  0.477
O3 -0.85576 4.23514 4.04159  -0.951
S1 -0.49379 3.38456 2.93547  2.277
O4 -1.23438 3.55378 1.68835  -0.940
N1 -0.29873 1.78908 3.34788  -0.831
C11 0.94208 1.27608 3.29727  0.065
S2 1.14139 -0.32139 3.62839  -0.248
C12 1.91424 2.29008 2.89466  -0.108
C13 3.19185 2.11377 2.39607  -0.175
C14 3.92038 3.21956 1.95582  -0.226
C15 3.34452 4.51277 1.93628  -0.216
C16 1.98342 4.64148 2.28036  -0.202
C17 1.27180 3.51979 2.67281  -0.276
H18 3.54706 1.07684 2.42627  0.244
H19 4.95698 3.08804 1.63377  0.201
H20 3.92744 5.40420 1.63583  0.203
H21 1.44803 5.58157 2.36394  0.217

Cartesian forces (eV/Å) of the 2 atoms listed first:
C 0.47 -0.23 1.16
C 1.14 -0.47 0.01

spin multiplicity: 1
LUMO: 4.464 eV
net charge: -2
relative energy (zero: lowest compared OMol25 entry of this formula, charge and spin): 0.0 kcal per mole
HOMO: -0.058 eV